# 1
Below is 2 unconnected molecules or ions with the total composition C5H17N2O at a distorted geometry, with properties calculated with ωB97M-V/def2-TZVPD.

Summary:
Electronic energy: -10480.9469 eV

```
! wB97M-V def2-TZVPD RIJCOSX def2/J DEFGRID3
* xyz 1 1
N 1.850 -0.178 -1.945
C 1.161 -1.491 -1.481
C -0.221 -1.116 -0.952
N -0.133 0.079 -0.177
C 1.245 0.528 1.850
C 0.121 -0.270 1.218
C -1.155 -0.159 2.080
H 1.405 0.285 -2.767
H 1.753 0.577 -1.204
H 2.855 -0.398 -2.082
H 1.855 -1.770 -0.633
H 1.066 -2.394 -2.099
H -0.641 -2.098 -0.489
H -0.893 -0.917 -1.907
H -0.619 0.923 -0.330
H 1.492 0.222 2.851
H 1.072 1.626 1.704
H 2.110 0.339 1.261
H 0.370 -1.379 1.200
H -1.262 0.916 2.454
H -2.049 -0.220 1.407
H -1.100 -0.868 2.892
H -3.294 2.359 -1.736
H -3.772 3.077 -0.386
O -3.216 2.329 -0.728
*
```



# 2
Below is 2 unconnected molecules or ions with the total composition C5H17N2O at a distorted geometry, with properties calculated with ωB97M-V/def2-TZVPD.

Summary:
Electronic energy: -10481.8846 eV

```
! wB97M-V def2-TZVPD RIJCOSX def2/J DEFGRID3
* xyz 1 1
C -0.206 1.798 1.749
C -0.195 0.553 0.867
C -0.231 0.900 -0.593
C -0.451 -0.322 -1.545
C 1.677 -0.328 -2.728
N 0.212 -0.312 -2.809
N -1.408 -0.295 1.220
H 0.581 2.470 1.399
H 0.047 1.617 2.782
H -1.147 2.297 1.644
H 0.660 -0.067 1.080
H 0.678 1.397 -0.928
H -1.007 1.645 -0.815
H -0.241 -1.252 -1.004
H -1.536 -0.351 -1.704
H 2.123 0.248 -1.901
H 2.012 -1.344 -2.500
H 2.096 0.023 -3.667
H -0.075 0.462 -3.394
H -2.039 0.200 1.860
H -1.124 -1.023 1.885
H -1.897 -0.671 0.410
H 0.413 -1.235 3.777
H 0.988 -2.486 3.288
O 0.552 -1.693 2.932
*
```



# 3
Below is 3 unconnected molecules or ions with the total composition C5H17N2O3, with properties calculated with ωB97M-V/def2-TZVPD.

Summary:
Electronic energy: -14584.1913 eV

```
! wB97M-V def2-TZVPD RIJCOSX def2/J DEFGRID3
* xyz -1 1
N -0.185 -2.191 1.958
C -0.016 -2.789 0.631
C -0.827 -2.049 -0.448
N -0.080 -1.008 -1.187
C -1.505 0.994 -1.388
C -0.257 0.385 -0.740
C 0.997 1.266 -1.061
O 1.342 2.223 -0.098
H 0.330 -1.317 2.000
H 0.234 -2.797 2.645
H -0.389 -3.817 0.678
H 1.035 -2.797 0.322
H -1.727 -1.629 0.016
H -1.167 -2.768 -1.198
H -0.309 -1.078 -2.164
H -1.697 1.979 -0.958
H -1.356 1.146 -2.459
H -2.397 0.386 -1.212
H -0.384 0.406 0.340
H 0.815 1.807 -2.008
H 1.818 0.550 -1.242
H 2.908 0.675 1.541
H 1.768 1.597 1.080
O 2.130 1.066 1.939
H 0.158 3.069 0.405
H -0.624 3.120 1.738
O -0.615 3.573 0.872
*
```



# 4
Below is 4 unconnected molecules or ions with the total composition C5H17N2O4 at a distorted geometry, with properties calculated with ωB97M-V/def2-TZVPD.

Summary:
Electronic energy: -16624.6049 eV

```
! wB97M-V def2-TZVPD RIJCOSX def2/J DEFGRID3
* xyz 1 1
O 0.282 -1.999 -1.145
C -0.755 -2.352 -1.656
C -2.070 -1.872 -1.058
C -2.232 -0.365 -1.103
C -1.593 0.359 0.039
C -0.607 1.237 -0.128
N 0.132 1.732 1.036
N -2.204 0.164 1.276
H -0.776 -3.021 -2.532
H -2.869 -2.468 -1.499
H -2.170 -2.295 -0.054
H -1.947 0.129 -2.039
H -3.314 -0.194 -1.164
H -0.106 1.306 -1.066
H 1.014 2.110 0.665
H -0.343 2.435 1.611
H 0.515 0.925 1.536
H -2.892 -0.582 1.283
H -1.630 -0.093 2.066
H 4.324 -0.075 0.371
H 3.256 -0.290 -0.734
O 3.372 -0.184 0.220
H 0.727 -1.429 1.669
H 2.094 -0.814 1.543
O 1.235 -0.662 1.966
H 3.213 2.110 -0.312
H 2.736 3.384 -0.778
O 2.607 2.806 -0.010
*
```



Across the entries above, HOMO energy takes the values -0.47056, -0.44232, -0.15951, -0.46267 Eh, respectively.